1.
Density functional theory data (ωB97M-V/def2-TZVPD) for C51H51Cl2Ge2N5O6PRb as an isolated structure at a distorted geometry.

Output
LUMO level: 2.7 eV
Net charge: -2
DFT total energy: -8138.83164 Ha
M: 1162.6 u

Cartesian coordinates (Å):
Rb -0.9452 -0.4632 1.5858
Cl -3.4994 -0.3327 9.1901
C -3.2272 -0.2660 7.4564
C -4.3108 -0.0040 6.6060
C -4.1119 0.0438 5.2581
Cl -5.4694 0.3612 4.2140
C -2.8249 -0.1571 4.6189
O -2.6975 -0.1157 3.3828
C -1.7490 -0.3892 5.5547
C -0.3692 -0.5538 5.1366
O 0.1099 -0.3962 4.0297
C -1.9786 -0.4568 6.9364
H -5.2987 0.1584 7.0152
H 0.3080 -0.8361 5.9731
H -1.1408 -0.6546 7.5960
C 2.6466 -3.7553 -1.8053
C 3.2282 -4.0900 -0.4355
Ge 3.4550 -2.4749 0.6875
C 3.7874 -2.7205 2.6126
C 4.0409 -1.3783 3.2963
C 5.2541 -1.8627 -0.0196
C 5.0644 -0.7593 -0.7677
Ge 3.1603 -0.2891 -0.3998
C 1.9667 -0.1249 -1.9762
C 2.4400 0.7588 -3.1289
C 2.9469 1.2937 0.7597
C 3.7075 2.5493 0.3386
C 6.0829 -0.0974 -1.6168
C 7.3053 -0.7084 -1.9147
C 8.2462 -0.0847 -2.7162
C 7.9912 1.1717 -3.2525
C 6.7808 1.7897 -2.9765
C 5.8428 1.1587 -2.1731
H 2.5851 -4.6387 -2.4475
H 3.2542 -3.0105 -2.3249
H 1.6382 -3.3504 -1.7012
H 4.2263 -4.5220 -0.5436
H 2.5979 -4.8101 0.0820
H 4.6678 -3.3662 2.6798
H 2.9579 -3.2377 3.0897
H 4.8185 -0.8096 2.7799
H 4.3577 -1.5089 4.3343
H 3.1316 -0.7754 3.3044
H 6.2362 -2.3410 0.0607
H 1.0188 0.2474 -1.5757
H 1.7852 -1.1325 -2.3483
H 2.6124 1.7869 -2.8094
H 1.6927 0.7913 -3.9275
H 3.3700 0.3809 -3.5578
H 3.2620 0.9941 1.7596
H 1.8763 1.5136 0.8216
H 4.7864 2.3802 0.3221
H 3.5009 3.3668 1.0325
H 3.4068 2.8938 -0.6529
H 7.5122 -1.6943 -1.5187
H 9.1839 -0.5834 -2.9314
H 8.7255 1.6585 -3.8822
H 6.5624 2.7671 -3.3891
H 4.9001 1.6458 -1.9641
O -4.4668 -3.9673 -1.6437
C -4.1992 -2.8466 -1.2905
O -2.9867 -2.4510 -0.8395
C -5.1802 -1.7138 -1.2709
C -6.5213 -2.0848 -1.2596
C -7.5203 -1.1284 -1.1936
C -7.1632 0.2101 -1.1382
C -5.8253 0.5799 -1.1726
C -4.8076 -0.3682 -1.2488
P -3.0170 0.1195 -1.3426
C -3.1326 1.9252 -1.5975
C -3.2441 2.5686 -2.8263
C -3.3242 3.9527 -2.8794
C -3.2718 4.7027 -1.7120
C -3.1264 4.0714 -0.4849
C -3.0593 2.6883 -0.4313
C -2.6608 -0.5041 -3.0352
C -1.3573 -0.9198 -3.2940
C -0.9922 -1.3837 -4.5498
C -1.9391 -1.4536 -5.5607
C -3.2464 -1.0558 -5.3111
C -3.6051 -0.5827 -4.0579
H -6.7547 -3.1397 -1.2900
H -8.5610 -1.4249 -1.1731
H -7.9240 0.9781 -1.0754
H -5.5735 1.6301 -1.1405
H -3.2617 1.9988 -3.7470
H -3.4029 4.4476 -3.8401
H -3.2983 5.7841 -1.7606
H -3.0083 4.6468 0.4229
H -2.8989 2.2039 0.5247
H -0.6213 -0.8783 -2.5009
H 0.0290 -1.6929 -4.7320
H -1.6629 -1.8245 -6.5397
H -3.9902 -1.1151 -6.0961
H -4.6267 -0.2719 -3.8728
O -1.7740 -4.0877 -1.9245
N -1.6999 -3.3150 -1.0724
C 0.2286 3.4305 -1.2831
C -0.1430 3.8181 0.1151
C -0.3344 5.1026 0.6069
C -0.6708 4.9394 1.9739
C -0.6540 3.5692 2.2107
C -0.9277 2.8768 3.5097
N -0.3284 2.8782 1.0811
H -0.3313 4.0091 -2.0237
H 0.0073 2.3732 -1.4496
H 1.2937 3.5859 -1.4884
H -0.2518 6.0248 0.0460
H -0.8867 5.7111 2.7011
H -1.0218 3.6103 4.3135
H -0.1216 2.1879 3.7699
H -1.8475 2.2875 3.4834
O 0.9549 -2.8383 1.3923
N 0.9410 -4.0785 1.6656
C -0.0848 -4.5707 2.3305
C -0.0512 -5.9699 2.6294
N -0.0452 -7.0939 2.8828
C -1.2566 -3.8420 2.7052
N -2.2028 -3.2695 3.0267

2.
Density functional theory data (ωB97M-V/def2-TZVPD) for C27H31BrIrN5O3P as an isolated structure at a distorted geometry.

Output
LUMO level (alpha / beta): -3.3 / -6.4 eV
Net charge: +1
<S²>: 6.04
2S+1: 5
DFT total energy: -4566.38037 Ha
M: 776.7 u

Cartesian coordinates (Å):
Ir 0.0285 1.5010 -0.5797
C 4.3236 1.8631 -1.3350
C 4.8074 1.6977 -0.0320
C 3.9576 1.5456 1.0786
C 2.5828 1.6081 0.8513
C 2.1011 1.6997 -0.4610
C 2.9494 1.8208 -1.5622
C 1.5825 1.6228 1.9559
C 1.9855 1.9196 3.2810
C 1.0380 1.9856 4.2625
C -0.3201 1.7817 3.9233
C -1.3584 1.8892 4.9103
C -2.6604 1.7060 4.5298
C -2.9900 1.3993 3.2180
C -2.0277 1.2906 2.2444
C -0.6654 1.4947 2.5773
N 0.3215 1.4347 1.6158
H 4.9805 2.1103 -2.1499
H 5.8739 1.7453 0.1276
H 4.4349 1.4426 2.0504
H 2.5455 1.9131 -2.5725
H 3.0228 2.1254 3.4879
H 1.3079 2.2255 5.2998
H -1.1058 2.0784 5.9413
H -3.4169 1.7994 5.2753
H -4.0236 1.1989 2.9916
H -2.2820 1.1245 1.1915
Br -3.2314 -0.5262 -0.8486
C -3.3829 1.2824 -1.3447
C -4.5620 1.6962 -1.8792
C -4.6248 3.0128 -2.2403
C -3.5509 3.8809 -2.0651
C -2.3870 3.3391 -1.5267
N -2.3333 2.0488 -1.1390
C -1.1874 4.2094 -1.2696
O -1.3319 5.3925 -1.2756
O -0.0899 3.5633 -1.0154
H -5.4291 1.0225 -1.9838
H -5.5396 3.4356 -2.6656
H -3.5653 4.9081 -2.3929
C 2.2502 -3.3023 0.4837
N 1.8448 -2.2435 -0.4364
C 2.9265 -1.4489 -1.0265
P 0.3315 -2.1520 -1.0882
O -0.1009 -0.6919 -1.1963
N 0.2263 -2.8470 -2.5836
C 1.1017 -3.9561 -2.9636
C -0.7820 -2.4594 -3.5578
N -0.6664 -2.9926 -0.0564
C -1.3707 -4.2079 -0.3973
C -1.0440 -2.3809 1.2063
H 2.9021 -3.9815 -0.0500
H 1.3872 -3.8246 0.8535
H 2.7617 -2.8289 1.3216
H 3.8353 -2.0814 -1.1406
H 3.2321 -0.6144 -0.3877
H 2.6261 -1.1063 -2.0052
H 1.6359 -4.3025 -2.0989
H 1.8526 -3.6786 -3.7190
H 0.4909 -4.7904 -3.3597
H -1.3986 -1.7167 -3.1123
H -1.3824 -3.3633 -3.7614
H -0.3737 -2.0570 -4.4739
H -1.1285 -4.4655 -1.4299
H -2.4719 -4.1137 -0.2779
H -0.9966 -5.0227 0.2415
H -0.4820 -1.4578 1.3138
H -0.8730 -3.0675 2.0664
H -2.1119 -2.1340 1.1608

3.
Density functional theory data (ωB97M-V/def2-TZVPD) for one molecule with the formula C2H2S4 at a distorted geometry.

Output
LUMO level: -2.3 eV
ΔE to the lowest compared entry with this formula, charge and spin: 0.945 eV
DFT total energy: -1670.08720 Ha
SMILES: S=C(S)C(=S)S
M: 154.3 u

Cartesian coordinates (Å):
S 0.9445 1.9485 0.2250
C 0.7090 0.3276 -0.0597
S 2.0870 -0.9410 -0.2540
C -0.6656 -0.1934 -0.0053
S -0.9003 -1.8695 0.2630
S -2.1416 0.8277 -0.2221
H 2.9141 0.0792 0.3539
H -3.0070 -0.3361 -0.1536

4.
Density functional theory data (ωB97M-V/def2-TZVPD) for C23H50CuN2O2P3 as an isolated structure at a distorted geometry.

Output
LUMO level (alpha / beta): -2.1 / -3.5 eV
Net charge: +1
<S²>: 0.76
2S+1: 2
ΔE to the lowest compared entry with this formula, charge and spin: 0.000 eV
DFT total energy: -3830.71212 Ha
M: 543.1 u

Cartesian coordinates (Å):
Cu -0.3393 0.1944 0.4942
P 1.6959 -0.4972 -0.0944
C 2.0725 -0.6183 -1.9064
C 0.9189 -1.3143 -2.5590
N -0.2432 -1.1744 -1.9154
C -1.3940 -1.5274 -2.4846
C -1.4025 -2.3055 -3.6521
C -0.1794 -2.5867 -4.2693
C 0.9943 -2.0575 -3.7461
C -2.6302 -0.9771 -1.8044
P -2.0715 0.5155 -0.8315
H 1.9606 -2.2311 -4.2031
H -2.3561 -2.6207 -4.0696
H -0.1619 -3.2019 -5.1642
H -3.4102 -0.7161 -2.5333
H -3.0484 -1.7047 -1.0908
H 2.1772 0.4553 -2.2829
H 3.0077 -1.1634 -2.0761
H 1.4320 2.4632 -1.6265
O 2.1705 2.0921 -2.2086
H 2.2613 2.6629 -2.9820
H -0.0134 2.4813 0.1706
O 0.3353 3.0358 -0.5843
H 0.4364 3.9376 -0.2526
C -1.9215 1.6970 -2.2226
H -2.7354 1.5208 -2.9399
H -1.9593 2.7318 -1.8614
H -0.9565 1.5474 -2.7263
C -3.6174 1.0023 -0.0023
H -3.4111 1.9181 0.5712
H -4.4256 1.1882 -0.7265
H -3.9186 0.2071 0.6972
C 1.9422 -2.2582 0.3619
H 2.9180 -2.6175 -0.0009
H 1.8696 -2.3840 1.4498
H 1.1384 -2.8436 -0.1032
C 3.2375 0.3205 0.4282
H 3.2231 0.4681 1.5136
H 4.1151 -0.2826 0.1557
H 3.3005 1.2990 -0.0678
C -2.7087 -0.9418 5.6545
C -2.5350 -0.5978 4.1668
C -2.9778 -1.7966 3.3038
C -3.4657 0.5729 3.8347
P -0.7320 -0.1910 3.7375
N -0.5780 -0.5129 2.1828
C -0.2293 1.6226 3.9898
C -0.2541 1.9753 5.4796
C 1.1848 1.8685 3.4335
C -1.1749 2.5592 3.2176
C 0.4280 -1.4302 4.5746
C 1.8678 -1.1469 4.1187
C 0.3784 -1.3863 6.1100
C 0.0377 -2.8237 4.0588
H -3.7892 -0.9885 5.8711
H -2.2727 -0.1756 6.3118
H -2.2844 -1.9254 5.8952
H -4.0749 -1.8491 3.3080
H -2.6363 -1.6671 2.2705
H -2.5926 -2.7500 3.6751
H -3.3246 1.4166 4.5205
H -3.3519 0.8918 2.7905
H -4.5036 0.2297 3.9624
H 0.5686 1.4931 6.0196
H -0.1215 3.0633 5.5858
H -1.2045 1.7120 5.9614
H 1.2752 1.4729 2.4119
H 1.3719 2.9533 3.3912
H 1.9702 1.4298 4.0556
H -1.3781 2.1693 2.2100
H -2.1220 2.7224 3.7379
H -0.6952 3.5437 3.1068
H 2.3281 -0.3259 4.6820
H 2.4775 -2.0440 4.3060
H 1.9088 -0.9378 3.0405
H -0.4746 -1.9434 6.5104
H 1.2928 -1.8719 6.4842
H 0.3572 -0.3607 6.4970
H -0.8735 -3.2144 4.5237
H -0.0918 -2.8078 2.9695
H 0.8487 -3.5258 4.2946

5.
Density functional theory data (ωB97M-V/def2-TZVPD) for C11H26ClI2N2P2Zr as an isolated structure at a distorted geometry.

Output
LUMO level (alpha / beta): -12.8 / -12.9 eV
Net charge: +3
ΔE to the lowest compared entry with this formula, charge and spin: 0.152 eV
DFT total energy: -2328.47967 Ha
M: 628.8 u

Cartesian coordinates (Å):
I -2.6731 1.8438 -2.2512
I -1.3642 3.6110 -0.9689
Zr 0.2014 -0.7336 1.0099
P 1.2255 -3.0312 1.7473
C 0.4487 -3.7268 3.2316
C 1.3267 -4.3426 0.4837
H 1.5315 -5.3081 0.9213
H 3.3850 -3.8522 2.5311
H 2.0930 -4.1133 -0.2346
H 3.5819 -2.5896 1.2927
H -0.6471 -3.7465 3.1005
H 0.3741 -4.4043 -0.0577
C 2.9972 -2.8970 2.1708
H 0.7804 -4.7333 3.4464
H 3.1654 -2.1405 2.9521
H 0.6458 -3.0873 4.1019
P 0.8476 1.6813 -3.5925
C -0.2574 3.0110 -4.3183
C 2.6575 2.0704 -3.3826
H 2.1400 0.0984 -4.7616
H 2.0121 1.6025 -5.6425
H 0.6693 0.3882 -5.7389
C 1.4501 0.8590 -5.1123
H 3.2504 1.1370 -3.5042
H 2.8934 2.7365 -4.2238
H 0.2540 3.8099 -4.8876
H -0.7895 3.5070 -3.5080
H 2.9727 2.5179 -2.4330
H -0.9676 2.5479 -4.9697
Cl 2.1726 -0.1690 -0.2171
C -4.0783 2.5732 1.0350
C -3.1709 1.6199 1.6119
C -2.7807 1.3606 2.9247
C -1.7674 0.4125 2.8862
N -1.5719 0.1327 1.5391
N -2.5336 0.7475 0.8162
C -0.7046 -0.1157 3.7742
H -5.0303 2.1041 0.7241
H -4.2493 3.3610 1.7765
H -3.7267 3.0910 0.1152
H -3.1091 1.9120 3.7817
H -2.3715 0.8866 -0.1690
H 0.2934 0.1343 3.3044
H -0.7505 0.4401 4.7448
H -0.8257 -1.2061 3.9502

6.
Density functional theory data (ωB97M-V/def2-TZVPD) for one molecule with the formula C4H7NO2 at a distorted geometry.

Output
LUMO level: 0.7 eV
ΔE to the lowest compared entry with this formula, charge and spin: 1.475 eV
DFT total energy: -361.82664 Ha
SMILES: C=C(CO)C(N)=O
M: 101.1 u

Cartesian coordinates (Å):
C 0.5732 -1.2318 0.7575
C 0.1304 -0.0932 0.2411
C 0.9444 1.3432 0.2140
O 1.9256 1.3191 -0.7679
C -1.2878 0.1216 -0.1459
N -1.9017 -0.9066 -0.7771
O -1.8130 1.2131 -0.0013
H 1.5908 -1.3396 1.1065
H -0.0715 -2.0845 0.9206
H 0.3172 2.2120 0.0263
H 1.3600 1.4213 1.2239
H 2.4703 0.5328 -0.6329
H -1.4081 -1.7449 -1.0248
H -2.8298 -0.7624 -1.1400

7.
Density functional theory data (ωB97M-V/def2-TZVPD) for a 8-piece molecular cluster, C5H25NO8S overall at a distorted geometry.

Output
LUMO level: -0.2 eV
ΔE to the lowest compared entry with this formula, charge and spin: 2.214 eV
DFT total energy: -1260.28104 Ha
SMILES: CSCC[C@H](N)C=O.O.O.O.O.O.O.O
M: 259.3 u

Cartesian coordinates (Å):
C -0.0966 2.2294 -3.1952
S 0.2633 3.1840 -1.6969
C 0.5283 1.8107 -0.4566
C -0.4032 0.5990 -0.5656
C -0.2235 -0.3194 0.6198
N 0.1892 -1.6299 0.1705
C -1.6300 -0.3518 1.3502
O -1.6568 -0.6521 2.5226
H -1.0667 1.7698 -3.1391
H 0.6253 1.4152 -3.2480
H -0.1586 2.7000 -4.1806
H 1.5959 1.5391 -0.6957
H 0.4481 2.1047 0.6088
H -1.4362 0.9866 -0.7418
H -0.1181 0.0480 -1.5601
H 0.5634 0.1055 1.3570
H 0.7255 -2.1844 0.8118
H -0.5344 -2.2862 -0.2095
H -2.3974 0.2933 0.8511
O 0.7805 -2.0887 2.7933
H -0.1357 -1.7639 2.7330
H 0.8191 -2.9762 3.1099
O -3.0144 -3.3496 -0.0435
H -3.9665 -3.1340 0.0427
H -2.8254 -4.0395 0.6215
O 3.7259 -0.7881 -0.4887
H 2.8988 -0.3898 -0.7498
H 3.4448 -1.4570 0.1261
O 3.3454 1.9789 3.0452
H 2.5451 2.4684 3.1087
H 3.4050 1.0882 2.6918
O 0.8792 -1.7055 -2.5268
H 1.7928 -1.6575 -2.8748
H 0.8702 -2.0040 -1.5967
O -0.5589 3.3163 2.6408
H -0.8709 3.7195 3.4454
H -1.1489 2.5399 2.4935
O -2.5981 -0.0108 -2.3661
H -1.7232 -0.2040 -2.6848
H -2.8822 -0.9040 -2.1234

8.
Density functional theory data (ωB97M-V/def2-TZVPD) for a 2-piece molecular cluster, C24H31F4OSi overall at a distorted geometry.

Output
LUMO level: -5.6 eV
Net charge: +1
DFT total energy: -1696.98074 Ha
M: 439.6 u

Cartesian coordinates (Å):
C -1.4140 3.4919 -0.3299
C -2.6452 2.5833 -0.2488
C -3.1751 2.4881 1.1844
Si -2.4316 0.9007 -1.1205
C -3.1305 -0.5610 -0.1226
C -2.1381 -1.6845 0.2055
C -4.4286 -1.1574 -0.6762
C -3.2854 1.0186 -2.8333
C -2.3236 0.7985 -4.0041
C -4.1875 2.2439 -3.0567
O -0.6968 0.5164 -1.2588
C 0.2374 0.4908 -0.2918
C 1.5168 -0.0399 -0.4087
H -1.6898 4.4755 0.0691
H -0.5903 3.1030 0.2774
H -1.0654 3.6393 -1.3581
H -3.4361 3.0425 -0.8672
H -3.3374 3.5037 1.5617
H -4.1333 1.9595 1.2338
H -2.4594 1.9924 1.8503
H -3.3679 -0.0294 0.8157
H -2.6765 -2.4533 0.7712
H -1.7431 -2.1577 -0.7015
H -1.3063 -1.3441 0.8286
H -4.8203 -1.8509 0.0760
H -5.1952 -0.4003 -0.8704
H -4.2476 -1.7277 -1.5948
H -3.9508 0.1387 -2.7809
H -2.9031 0.7268 -4.9340
H -1.6197 1.6300 -4.1086
H -1.7613 -0.1340 -3.8928
H -4.7548 2.1130 -3.9856
H -4.9192 2.3703 -2.2522
H -3.6117 3.1715 -3.1498
H -0.0329 0.9130 0.6945
H 2.2515 0.6982 0.0455
H 1.7173 -0.6941 -1.2575
F 7.7238 -0.8830 0.9045
C 6.5645 -1.2363 0.2272
C 6.7185 -1.7586 -1.0587
C 5.5229 -2.1787 -1.6589
F 5.6180 -2.7755 -2.9073
C 4.2758 -2.0692 -1.0548
C 4.1259 -1.4532 0.2263
C 2.7636 -1.2604 0.7013
C 2.4416 -1.1958 2.1271
C 1.1255 -1.6153 2.5162
C 0.6743 -1.4448 3.8274
F -0.6337 -1.8055 4.1299
C 1.4744 -0.9616 4.8655
C 2.7761 -0.6484 4.4874
F 3.6391 -0.2573 5.4963
C 3.2728 -0.7559 3.1867
C 5.3386 -1.0995 0.8809
H 7.6953 -1.9168 -1.5182
H 3.3894 -2.4374 -1.5823
H 2.0269 -1.8863 0.1335
H 0.4524 -2.0620 1.7673
H 1.1274 -0.9263 5.8985
H 4.2965 -0.4607 3.0150
H 5.3459 -0.6869 1.8807

9.
Density functional theory data (ωB97M-V/def2-TZVPD) for a 2-piece molecular cluster, C8H11NO3 overall at a distorted geometry.

Output
LUMO level: 0.5 eV
ΔE to the lowest compared entry with this formula, charge and spin: 4.935 eV
DFT total energy: -591.74547 Ha
SMILES: O=C[C@H]1CCO1.C1=CCON=C1
M: 169.2 u

Cartesian coordinates (Å):
O -1.1191 -0.7352 -2.4371
C -1.3732 0.2175 -1.7366
C -2.7655 0.4587 -1.2530
C -3.4668 -0.7174 -0.5881
C -3.6646 0.1671 0.6037
O -2.7938 1.1892 0.0384
H -0.6163 1.0079 -1.4589
H -3.3413 1.0004 -2.0246
H -2.7398 -1.4984 -0.4106
H -4.3063 -1.1267 -1.0916
H -4.6791 0.5598 0.7472
H -3.2025 -0.2294 1.4934
C 3.8781 0.3803 1.5380
C 3.6101 -0.8362 1.0596
C 2.7253 -0.9685 -0.1144
O 1.7396 0.0596 -0.1599
N 1.9219 1.2872 0.4252
C 2.9518 1.4435 1.1651
H 4.6760 0.5346 2.2588
H 4.0574 -1.7303 1.4928
H 2.1312 -1.8921 -0.0555
H 3.3035 -1.0127 -1.0573
H 3.0735 2.4415 1.5653